[1]
DFT (wB97M-V/def2-TZVPD) results for 15 unconnected molecules or ions with the total composition C3H35O15 at a distorted geometry.

Values from the calculation:
ΔE to the lowest compared entry with this formula, charge and spin ... 0.00 kJ/mol
Kohn-Sham gap ... 8.622 eV
HOMO energy ... -6.1 eV
LUMO level ... 2.550 eV

Structure (ORCA input):
```
! RIJCOSX wB97M-V def2-TZVPD def2/J DEFGRID3
* xyz -1 1
C -1.3570 -0.4077 -0.3372
C -0.6037 -0.4918 0.9706
C 0.2614 -1.7471 1.0444
O 0.1797 0.6389 0.9925
H -1.9633 0.4947 -0.2721
H -2.0336 -1.1875 -0.5054
H -0.7705 -0.3522 -1.2830
H -1.2965 -0.4372 1.8305
H -0.4879 -2.6115 1.2457
H 0.9404 -1.6622 1.8958
H 0.7352 -2.0463 0.0968
O -3.8198 1.5357 1.0624
H -3.5274 0.6727 1.2919
H -3.1671 2.1130 1.4051
O -2.7926 3.2832 -1.3085
H -2.9377 3.6922 -0.4785
H -3.2202 2.4408 -1.3387
O -4.3924 1.2104 -1.6584
H -5.2307 1.6538 -1.7733
H -4.2040 1.0818 -0.7479
O -0.9248 -1.7394 -3.4445
H -1.7680 -1.2669 -3.3710
H -0.3574 -1.1190 -3.0201
O -0.0059 -4.0779 -1.9039
H -0.0714 -3.7578 -1.0241
H -0.5001 -3.5204 -2.4442
O 3.5289 -1.1303 3.4011
H 3.4613 -1.4805 2.4841
H 4.0355 -1.8116 3.7643
O -1.4265 2.4541 2.3041
H -0.9490 1.6480 2.0173
H -1.0202 2.6681 3.1526
O 3.7211 -1.9867 0.8762
H 3.3408 -2.8673 0.6834
H 3.0667 -1.3367 0.5459
O -0.2940 2.2201 -1.1966
H -0.2582 1.6202 -0.4270
H -1.1455 2.6652 -1.1156
O 2.4539 0.0418 -0.2288
H 1.5487 0.2050 0.1506
H 2.3831 0.1667 -1.1486
O 2.0085 2.6214 0.9550
H 1.3251 1.9525 1.0769
H 1.7534 3.3278 1.5052
O 3.0868 -1.8405 -2.5291
H 2.3109 -2.3185 -2.7258
H 3.0354 -1.6581 -1.5665
O 1.1759 0.4755 3.6052
H 1.8991 -0.1813 3.7395
H 0.9608 0.3909 2.6740
O 0.9996 0.2215 -2.9548
H 1.8516 0.5513 -3.2223
H 0.4618 0.9888 -2.7452
*
```

Atomic partial charges in e from the Löwdin method, atoms 1 to 4: -0.058, -0.558, -0.052, -0.366

=====

[2]
DFT (wB97M-V/def2-TZVPD) results for a molecular structure, C28H36AsF6N7O2RuSb.

Values from the calculation:
ΔE to the lowest compared entry with this formula, charge and spin ... 0.00 kJ/mol
Kohn-Sham gap (spin up / spin down) ... 7.004 / 5.081 eV
HOMO energy (spin up / spin down) ... -17.5 / -18.2 eV
LUMO level (spin up / spin down) ... -10.538 / -13.168 eV

Structure (ORCA input):
```
! RIJCOSX wB97M-V def2-TZVPD def2/J DEFGRID3
* xyz 4 6
Ru -0.7703 -2.3218 0.4762
C 0.7545 11.1008 -2.5043
O 1.1925 10.2566 -1.3960
C 0.9386 8.9975 -1.3321
C 0.2130 8.2651 -2.3257
C 0.0130 6.9312 -2.1441
C 0.5101 6.2640 -0.9937
C 1.2264 6.9964 -0.0114
C 1.4401 8.3276 -0.1685
C 0.3211 4.8435 -0.7760
N 0.7777 4.2050 0.2876
C 0.4118 2.9132 0.1225
C -0.2850 2.7439 -1.0656
N -0.3365 3.9870 -1.6296
C -0.7823 1.4702 -1.4966
C -1.4958 1.2181 -2.6777
C -1.9090 -0.0624 -2.9714
C -1.6196 -1.0856 -2.0776
N -0.9519 -0.8667 -0.9438
C -0.5218 0.3867 -0.6372
C 0.2152 0.5508 0.5964
N 0.4363 -0.5660 1.3281
C 1.0967 -0.4681 2.4703
C 1.5804 0.7571 2.9493
C 1.3784 1.8968 2.2120
C 0.6801 1.8038 0.9955
H 1.0934 12.0949 -2.2408
H -0.3306 11.0690 -2.5729
H 1.2333 10.7607 -3.4202
H -0.1659 8.7659 -3.2049
H -0.5364 6.3901 -2.9033
H 1.5983 6.4761 0.8590
H 1.9829 8.9170 0.5585
H -0.7710 4.2376 -2.5027
H -1.7244 2.0221 -3.3658
H -2.4576 -0.2828 -3.8759
H -1.9326 -2.1033 -2.2687
H 1.2577 -1.3850 3.0224
H 2.1130 0.7824 3.8898
H 1.7456 2.8594 2.5435
C -4.6869 -3.2177 1.8364
As -3.4529 -2.0091 2.6413
C -4.3003 -0.3591 3.0721
C -2.6714 -2.7627 4.2082
O -2.2730 -1.5776 1.4345
H -5.5004 -3.3906 2.5422
H -4.1927 -4.1639 1.6237
H -5.0842 -2.7759 0.9247
H -5.1894 -0.5766 3.6649
H -4.5873 0.1511 2.1552
H -3.6180 0.2571 3.6544
H -3.4505 -2.7456 4.9727
H -1.8298 -2.1541 4.5320
H -2.3549 -3.7861 4.0297
F -0.8734 -3.8883 1.8198
Sb 0.8188 -4.7758 2.6076
F -0.3954 -5.7933 3.5604
F 0.6097 -5.8911 1.0770
F 2.4954 -5.4605 2.9523
F 1.5786 -3.4703 1.4027
F 0.7513 -3.4163 3.8885
C 3.3689 -3.9192 -2.4105
N 2.2785 -3.4732 -1.5213
C 2.2745 -2.0435 -1.2288
C 1.2579 -4.2285 -1.1761
N 0.0861 -3.8493 -0.7331
N 1.4770 -5.6557 -1.2372
C 2.6181 -6.2466 -0.5703
C 0.4750 -6.5390 -1.7823
H 3.4662 -3.1851 -3.2087
H 3.1417 -4.8749 -2.8717
H 4.3085 -3.9741 -1.8627
H 3.3102 -1.7151 -1.1669
H 1.8066 -1.8626 -0.2645
H 1.7715 -1.4878 -2.0225
H -0.4349 -4.6634 -0.4123
H 3.1930 -5.4936 -0.0421
H 3.2311 -6.7725 -1.3116
H 2.2374 -6.9990 0.1282
H -0.0158 -7.0580 -0.9470
H 0.9791 -7.3071 -2.3769
H -0.2436 -5.9946 -2.3866
*
```

Atomic partial charges in e from the Löwdin method, atoms 1 to 4: 1.500, 0.054, 0.056, -0.209

=====

[3]
DFT (wB97M-V/def2-TZVPD) results for a molecular structure, C27H20BBiF6IN7O10S4.

Values from the calculation:
ΔE to the lowest compared entry with this formula, charge and spin ... 235.54 kJ/mol
Kohn-Sham gap ... 7.231 eV
HOMO energy ... -3.3 eV
LUMO level ... 3.898 eV

Structure (ORCA input):
```
! RIJCOSX wB97M-V def2-TZVPD def2/J DEFGRID3
* xyz -2 1
Bi -0.6227 -0.1229 0.1546
C -4.0051 -2.8759 -2.5272
C -2.7273 -2.6538 -1.9838
N -2.7969 -1.8483 -0.9361
N -4.0988 -1.5269 -0.7840
C -4.8466 -2.1365 -1.7249
B -4.5773 -0.5748 0.3146
N -4.0033 0.8652 0.0590
C -3.3234 1.2425 -1.0046
C -2.6777 2.5028 -0.6915
C -3.2068 2.7571 0.7083
N -4.0906 1.7530 1.0591
N -3.9976 -0.9988 1.6651
C -4.6642 -1.3771 2.7633
C -3.7462 -1.6430 3.7583
C -2.5104 -1.3810 3.1526
N -2.6701 -0.9889 1.8949
H -4.2673 -3.4707 -3.3855
H -1.7603 -2.9916 -2.3246
H -5.9126 -1.9818 -1.7555
H -5.7819 -0.5787 0.3486
H -3.2356 0.6370 -1.8899
H -2.2848 3.1923 -1.4238
H -3.2705 3.7107 1.2129
H -5.7403 -1.4226 2.7529
H -3.9356 -1.9687 4.7663
H -1.5183 -1.4573 3.5663
I -0.3256 -3.2569 0.5063
C 1.2755 -2.8918 1.7820
C 2.1823 -3.8857 2.0051
C 3.1794 -3.7141 2.9882
C 3.1908 -2.5863 3.7533
C 2.2505 -1.5486 3.5372
C 2.2178 -0.4104 4.3772
C 1.2996 0.5737 4.1655
C 0.4426 0.5104 3.0471
C 0.4516 -0.5496 2.1790
C 1.3111 -1.6478 2.4745
H 2.1330 -4.8057 1.4386
H 3.9129 -4.4951 3.1449
H 3.9241 -2.4610 4.5421
H 2.9357 -0.3384 5.1864
H 1.2689 1.4430 4.8106
H -0.1966 1.3646 2.8535
O -1.1907 1.9059 -4.3623
S -0.5448 1.0916 -3.3497
O -0.1959 1.8083 -2.1312
O -1.2521 -0.1544 -3.0782
C 1.0509 0.6322 -4.0618
C 1.4542 1.3972 -5.1504
C 2.6712 1.1796 -5.7761
C 3.5088 0.1787 -5.3154
C 3.1188 -0.5935 -4.2328
C 1.9012 -0.3777 -3.5971
S 1.5480 -1.5334 -2.2643
O 0.4343 -2.3375 -2.7147
O 2.7795 -2.2495 -2.0274
O 1.2359 -0.6592 -1.0905
H 0.7793 2.1660 -5.4998
H 2.9595 1.7951 -6.6201
H 4.4678 -0.0027 -5.7855
H 3.7650 -1.3679 -3.8454
F 1.6133 5.2307 1.6052
C 0.9290 4.0799 1.6598
F -0.3780 4.4060 1.7955
F 1.2798 3.4219 2.7614
S 1.0953 3.0950 0.0395
O 0.9246 1.7065 0.5970
O -1.8284 2.3333 0.4832
N 2.5934 3.3871 -0.4070
S 3.9314 3.0457 0.3583
O 3.8682 3.1449 1.7933
O 5.0191 3.6889 -0.3259
C 4.2370 1.2421 0.0519
F 4.0807 0.9345 -1.2315
F 3.4501 0.4724 0.7910
F 5.5121 0.9710 0.3937
*
```

Atomic partial charges in e from the Löwdin method, atoms 1 to 4: 1.880, -0.068, -0.198, -0.047

=====

[4]
DFT (wB97M-V/def2-TZVPD) results for a molecular structure, C10H17N3O5PdS.

Values from the calculation:
ΔE to the lowest compared entry with this formula, charge and spin ... 8.51 kJ/mol
Kohn-Sham gap ... 6.598 eV
HOMO energy ... -1.3 eV
LUMO level ... 5.302 eV

Structure (ORCA input):
```
! RIJCOSX wB97M-V def2-TZVPD def2/J DEFGRID3
* xyz -2 1
Pd 1.0735 0.3725 1.2429
O -1.6887 1.4795 2.0964
C -1.5469 2.3832 1.0123
C -1.2793 1.7033 -0.3246
N 0.1038 1.2835 -0.6299
C 0.0114 0.4927 -1.8788
C 1.3014 -0.1285 -2.4828
O 1.1007 -0.6555 -3.6011
O 2.3530 -0.0751 -1.8150
C 0.9404 2.4711 -0.8994
C 1.4321 3.2303 0.3412
O 1.6398 4.4472 0.2082
O 1.6155 2.5332 1.3811
H -0.7992 1.0998 2.2609
H -0.7965 3.1443 1.2319
H -2.5137 2.8884 0.9221
H -1.6134 2.3822 -1.1294
H -1.9186 0.8182 -0.3646
H -0.4444 1.1167 -2.6629
H -0.6727 -0.3403 -1.7063
H 0.4108 3.1654 -1.5655
H 1.8377 2.1110 -1.4029
S 1.4980 -0.8708 3.1125
C 0.6835 -1.5888 1.7516
N -0.6965 -1.9756 1.9146
C -1.3825 -2.2017 0.6473
C -0.6450 -3.2747 -0.1406
C 0.8061 -2.8550 -0.3116
N 1.3885 -2.6030 1.0075
H -1.1547 -1.2359 2.4317
H -1.4230 -1.2832 0.0453
H -2.4101 -2.5098 0.8610
H -1.1093 -3.4093 -1.1219
H -0.6952 -4.2215 0.4062
H 0.8651 -1.9664 -0.9468
H 1.3864 -3.6424 -0.7975
H 2.3422 -2.2852 0.9070
*
```

Atomic partial charges in e from the Löwdin method, atoms 1 to 4: 0.553, -0.115, -0.254, -0.193

=====

Q: ΔE to the lowest compared entry with this formula, charge and spin of number 1 (C3H35O15)?
A: 0.00 kJ/mol